{
  "formula": "C6H19N2O3Si",
  "method": "ωB97M-V/def2-TZVPD",
  "total_charge": 1,
  "homo_lumo_gap_ha": [0.2269, 0.2975],
  "homo_energy_ev": [-8.87, -13.81],
  "e_tot_ev": -23520.95797,
  "spin_multiplicity": 3,
  "species": ["C", "C", "C", "C", "C", "C", "N", "N", "O", "O", "O", "Si", "H", "H", "H", "H", "H", "H", "H", "H", "H", "H", "H", "H", "H", "H", "H", "H", "H", "H", "H"],
  "xyz": [[0.6968, -1.2088, -2.6413], [0.8082, 1.9492, -0.7454], [-1.0287, 1.6230, 3.1770], [-2.6566, -1.3215, 1.1252], [2.5313, -0.7389, -1.0165], [1.3435, -1.2132, -1.3657], [3.0108, -1.0687, 0.2967], [0.5628, -1.8624, -0.2874], [-0.1542, 0.9464, -0.6097], [-0.6831, 1.7405, 1.8256], [-1.5454, -0.6059, 0.7730], [-1.3091, 1.0156, 0.4958], [1.3673, -0.9279, -3.4806], [0.4701, -2.2705, -2.8172], [-0.1184, -0.5641, -2.4870], [1.7931, 1.5177, -1.1587], [1.0027, 2.3601, 0.2700], [0.4671, 2.6477, -1.5066], [-0.7853, 0.5124, 3.4278], [-2.0178, 1.7377, 3.5270], [-0.3385, 2.3505, 3.6156], [-3.5518, -0.7728, 0.9636], [-2.6536, -1.7394, 2.1865], [-2.7591, -2.2728, 0.5700], [3.2262, -0.2736, -1.6626], [-2.4684, 1.5496, 0.0184], [3.5314, -1.9266, 0.2265], [3.5592, -0.2867, 0.7066], [1.2843, -2.2467, 0.3842], [-0.0116, -2.6851, -0.5564], [-0.0329, -1.1513, 0.3516]],
  "atomic_forces_ev_per_a": [[1.75, -1.38, -1.05], [2.17, 0.19, -0.28], [2.69, -2.46, 0.74], [-1.17, -2.84, 1.66], [8.38, 3.42, 4.34], [-7.75, -4.59, -1.11], [-0.26, 1.15, -0.75], [0.92, 0.37, 1.68], [0.10, -0.84, -0.47], [-1.09, 0.08, -2.13], [1.51, 0.89, -0.14], [1.13, -0.83, 2.18], [-0.51, 0.24, 0.65], [-0.89, 0.24, -0.50], [-1.74, 0.74, -0.83], [-1.46, 0.44, 0.75], [0.09, 0.31, -0.99], [0.04, 0.49, 0.35], [-0.05, 1.92, 0.32], [-1.44, 0.74, -0.39], [-0.41, -0.53, 0.82], [-0.87, 0.55, -0.03], [0.25, 1.14, -0.94], [0.27, 0.55, -0.38], [0.16, 0.62, -0.79], [-2.16, 1.04, -0.71], [0.65, -0.46, 0.68], [-0.18, -1.18, -0.51], [-0.66, 0.65, -0.45], [0.10, 0.98, -0.25], [0.44, -1.65, -1.46]]
}